Record 1
The following is a quantum chemistry calculation of a molecular structure, C6H6F8MnO9S2V at a distorted geometry, from the OMol25 dataset.

Structure (XYZ):
```
33
C6H6F8MnO9S2V, DFT ωB97M-V/def2-TZVPD
Mn -2.204 1.715 0.459
V -1.861 -0.998 -1.599
S 0.094 1.113 -3.593
S -3.247 -1.362 1.445
F -2.269 -3.392 2.901
F 2.242 1.233 -5.078
F -0.845 -1.750 2.904
F -3.100 0.858 -1.296
F 2.378 -0.271 -3.671
F -2.602 -1.610 4.093
F -0.729 0.153 -0.127
F 0.987 -0.561 -5.441
O -0.654 -0.035 -3.035
O 1.890 2.397 -0.235
O -3.193 0.116 1.444
O -4.552 -1.958 1.737
O 0.654 1.979 -2.550
O -0.667 1.848 -4.634
O -2.669 -1.861 0.175
O 1.027 1.688 1.660
O -2.609 -1.964 -2.661
C 1.563 1.092 2.789
C 1.547 0.255 -4.581
C 1.831 1.559 0.659
C 2.303 -0.163 2.122
C -2.170 -2.065 2.912
C 2.681 0.351 0.784
H 3.713 0.683 0.895
H 0.880 0.825 3.595
H 2.199 1.798 3.323
H 3.208 -0.434 2.667
H 2.563 -0.235 -0.127
H 1.612 -1.004 2.060
```

Properties
- frontier orbital gap (spin up / spin down) (eV) = 6.648 / 6.706
- HOMO energy (spin up / spin down) (eV) = -9.7 / -9.7
- 2S+1 = 7
- <S²> = 12.057

So, what does the natural (NBO) scheme give us? The charges, in e, come out as:
1. Mn 1.803
2. V 1.740
3. S 2.260
4. S 2.313
5. F -0.293
6. F -0.296
7. F -0.324
8. F -0.784
9. F -0.325
10. F -0.304
11. F -0.815
12. F -0.290
13. O -1.029
14. O -0.541
15. O -1.086
16. O -0.868
17. O -0.933
18. O -0.940
19. O -0.974
20. O -0.513
21. O -0.406
22. C -0.078
23. C 0.779
24. C 0.785
25. C -0.420
26. C 0.767
27. C -0.540
28. H 0.239
29. H 0.197
30. H 0.177
31. H 0.218
32. H 0.261
33. H 0.219

=====

Record 2
The following is a quantum chemistry calculation of 11 unconnected molecules or ions with the total composition C44H82Cl6F15N3O10 at a distorted geometry, from the OMol25 dataset.

Structure (XYZ):
```
160
C44H82Cl6F15N3O10, DFT ωB97M-V/def2-TZVPD
Cl -18.258 -31.489 -3.851
Cl -20.035 -27.183 -1.660
Cl -9.451 -27.471 1.024
Cl -16.075 -30.022 -1.891
Cl -20.168 -25.046 2.056
Cl -8.867 -24.207 0.433
F -18.015 -23.532 4.060
F -18.433 -21.501 3.496
F -15.260 -17.802 -3.275
F -13.792 -26.999 -5.047
F -13.951 -19.425 -3.768
F -16.954 -21.874 4.999
F -13.948 -26.414 -2.985
F -15.652 -19.215 -5.007
F -15.936 -26.199 1.455
F -15.829 -27.056 -7.061
F -16.134 -27.321 -0.351
F -17.692 -26.067 -7.664
F -14.232 -26.746 0.292
F -15.845 -24.935 -7.525
F -14.090 -24.966 -4.585
O -17.482 -24.317 -5.341
O -17.041 -26.510 -4.748
O -16.196 -19.311 -1.578
O -16.577 -24.667 -1.179
O -14.311 -24.376 -0.781
O -11.294 -26.970 -4.783
O -16.580 -22.735 1.640
O -16.408 -21.071 -2.961
O -15.086 -22.054 3.272
O -11.322 -24.991 -3.481
N -11.667 -19.290 1.620
N -8.480 -21.163 -4.545
N -15.978 -25.924 7.543
C -11.757 -19.148 0.143
C -19.566 -24.039 -3.934
C -16.548 -25.907 -7.011
C -14.320 -23.031 -1.338
C -19.877 -25.479 0.361
C -15.211 -19.021 -3.731
C -9.085 -26.372 -5.901
C -9.891 -27.132 -4.783
C -9.743 -21.147 -5.274
C -16.844 -19.162 0.790
C -17.997 -23.945 -4.040
C -12.891 -22.554 -1.241
C -7.394 -19.169 -5.659
C -11.944 -25.893 -4.133
C -12.611 -18.607 3.834
C -10.304 -19.761 1.947
C -15.853 -25.872 4.983
C -9.607 -25.343 -0.634
C -15.607 -24.524 7.771
C -16.060 -19.893 -2.751
C -16.693 -26.181 6.234
C -13.891 -22.220 2.528
C -15.513 -25.035 -0.678
C -13.215 -19.207 -0.207
C -17.049 -29.091 -3.047
C -7.343 -22.029 -2.491
C -11.949 -18.178 2.461
C -18.389 -29.818 -3.318
C -14.754 -26.760 7.763
C -8.190 -22.384 -3.798
C -16.936 -19.941 -0.517
C -16.323 -22.403 2.799
C -13.441 -23.736 2.529
C -10.898 -20.870 -4.323
C -15.104 -28.166 8.019
C -15.444 -26.336 0.204
C -7.303 -20.684 -5.316
C -17.000 -25.605 -5.578
C -20.562 -26.767 -0.006
C -16.854 -23.591 7.722
C -13.503 -26.036 -4.185
C -17.445 -22.340 3.856
C -10.483 -26.320 0.201
C -10.176 -21.321 1.704
H -14.052 -26.598 6.944
H -17.687 -25.733 6.257
H -7.990 -21.362 -1.921
H -10.132 -19.559 3.004
H -17.474 -23.818 8.590
H -11.191 -19.902 -0.403
H -7.668 -23.089 -4.446
H -13.359 -19.010 -1.269
H -13.311 -23.940 3.592
H -19.078 -29.312 -3.993
H -20.303 -27.555 0.702
H -6.465 -18.858 -6.137
H -8.016 -26.570 -5.980
H -9.238 -25.298 -5.793
H -9.438 -26.753 -6.859
H -17.317 -18.183 0.716
H -15.727 -24.811 4.767
H -19.868 -25.083 -4.010
H -9.281 -21.797 2.103
H -21.628 -26.543 -0.043
H -10.689 -20.279 -3.432
H -18.807 -25.575 0.180
H -11.056 -25.833 0.990
H -13.800 -18.526 0.411
H -19.850 -23.595 -2.980
H -6.406 -21.571 -2.808
H -11.397 -18.202 -0.261
H -14.250 -28.838 8.115
H -7.509 -18.659 -4.703
H -17.481 -23.700 6.837
H -16.494 -26.292 4.208
H -11.827 -20.530 -4.781
H -14.028 -21.782 1.539
H -13.318 -19.431 3.746
H -14.806 -24.117 7.153
H -9.631 -26.747 -3.796
H -9.091 -22.927 -3.512
H -9.587 -19.256 1.300
H -9.583 -28.173 -4.682
H -10.198 -24.720 -1.306
H -12.691 -21.633 -1.788
H -9.796 -20.460 -6.119
H -12.722 -17.583 1.974
H -14.214 -24.416 2.172
H -15.591 -28.591 7.142
H -12.211 -23.296 -1.661
H -11.894 -18.878 4.609
H -20.370 -24.742 -0.274
H -16.910 -27.249 6.202
H -16.630 -20.973 -0.347
H -7.093 -21.178 -6.265
H -14.936 -22.334 -0.771
H -15.701 -28.265 8.926
H -16.548 -22.545 7.746
H -7.122 -22.977 -2.000
H -13.644 -20.208 -0.164
H -17.152 -28.089 -2.629
H -14.169 -26.385 8.603
H -12.521 -22.492 -0.218
H -6.390 -20.786 -4.729
H -12.550 -23.915 1.926
H -13.097 -21.627 2.983
H -13.108 -17.723 4.235
H -11.104 -17.503 2.599
H -14.611 -23.115 -2.386
H -15.811 -19.040 1.116
H -19.007 -29.823 -2.420
H -11.036 -21.726 2.237
H -17.525 -24.572 -3.284
H -9.865 -22.107 -5.776
H -8.222 -19.027 -6.354
H -11.182 -26.873 -0.427
H -19.992 -23.508 -4.786
H -8.842 -25.831 -1.237
H -16.620 -29.151 -4.047
H -17.368 -19.637 1.619
H -15.231 -24.488 8.793
H -17.676 -22.907 -3.957
H -14.883 -26.346 4.834
H -17.970 -19.983 -0.861
H -10.323 -21.603 0.661
H -11.185 -21.811 -3.852
```

Properties
- frontier orbital gap (eV) = 8.303
- HOMO energy (eV) = -8.3
- 2S+1 = 1

Here are the Löwdin charges for atoms 1 to 99, given in e:
1. Cl 0.552
2. Cl 0.620
3. Cl 0.575
4. Cl 0.558
5. Cl 0.587
6. Cl 0.632
7. F 0.143
8. F 0.156
9. F 0.206
10. F 0.178
11. F 0.165
12. F 0.165
13. F 0.185
14. F 0.148
15. F 0.150
16. F 0.153
17. F 0.142
18. F 0.186
19. F 0.208
20. F 0.204
21. F 0.231
22. O -0.001
23. O 0.120
24. O 0.022
25. O 0.124
26. O -0.004
27. O -0.008
28. O 0.130
29. O 0.106
30. O 0.005
31. O 0.068
32. N -0.193
33. N -0.195
34. N -0.166
35. C -0.227
36. C -0.039
37. C -0.580
38. C -0.172
39. C -0.694
40. C -0.555
41. C -0.035
42. C -0.205
43. C -0.246
44. C -0.037
45. C -0.175
46. C -0.053
47. C -0.084
48. C -0.188
49. C -0.055
50. C -0.216
51. C -0.081
52. C -0.691
53. C -0.264
54. C -0.331
55. C -0.205
56. C -0.183
57. C -0.299
58. C -0.090
59. C -0.655
60. C -0.056
61. C -0.261
62. C -0.721
63. C -0.283
64. C -0.235
65. C -0.173
66. C -0.302
67. C -0.016
68. C -0.081
69. C -0.104
70. C -0.594
71. C -0.246
72. C -0.302
73. C -0.642
74. C -0.081
75. C -0.601
76. C -0.546
77. C -0.673
78. C -0.087
79. H 0.103
80. H 0.104
81. H 0.066
82. H 0.107
83. H 0.073
84. H 0.102
85. H 0.102
86. H 0.064
87. H 0.080
88. H 0.064
89. H 0.076
90. H 0.067
91. H 0.075
92. H 0.060
93. H 0.072
94. H 0.083
95. H 0.048
96. H 0.051
97. H 0.052
98. H 0.073
99. H 0.073

=====

Record 3
The following is a quantum chemistry calculation of a molecular structure, C48H42CrF2GeNOSSi at a distorted geometry, from the OMol25 dataset.

Structure (XYZ):
```
98
C48H42CrF2GeNOSSi, DFT ωB97M-V/def2-TZVPD
Ge 0.606 -1.710 -0.442
Cr 0.848 0.827 -0.204
S -2.338 0.351 0.586
Si 0.837 0.722 2.331
F 6.168 -0.382 0.044
F 5.015 4.068 -0.822
O -1.364 0.736 -0.496
N 0.931 2.813 -0.634
C -0.144 3.613 -0.743
C 4.297 -3.827 0.158
C 5.211 0.561 -0.135
C -0.210 -6.125 -1.937
C 1.613 5.212 3.538
C -1.385 -4.134 -3.495
C 3.024 -2.440 -1.857
C 0.029 -4.811 -1.645
C -4.142 1.902 1.915
C -1.632 -5.498 -3.757
C -0.880 -1.459 -2.951
C -4.607 -1.856 -1.986
C -1.645 -1.814 -4.073
C -3.731 2.596 -0.357
C 2.165 3.419 -0.535
C -0.367 -2.703 1.043
C 1.166 2.549 2.803
C -3.491 -0.823 -0.146
C -3.726 -0.901 -1.508
C -4.135 -1.677 0.742
C 0.464 4.863 2.850
C -0.710 0.263 3.424
C -0.361 -2.395 -2.092
C 4.301 -2.923 -2.062
C -5.018 -2.623 0.258
C 3.882 0.194 -0.072
C 3.019 -3.334 0.357
C -1.066 -6.476 -2.990
C 2.278 4.808 -0.462
C -5.253 -2.715 -1.108
C 2.319 2.921 3.488
C -5.231 3.853 1.041
C -1.919 -3.127 -4.325
C 4.612 2.801 -0.543
C 2.541 4.235 3.855
C 2.365 -2.633 -0.647
C 5.606 1.864 -0.384
C 1.160 5.605 -0.570
C 4.942 -3.618 -1.048
C 2.860 1.122 -0.246
C 0.248 3.548 2.483
C -3.501 1.721 0.695
C -5.007 2.964 2.085
C -0.087 4.983 -0.731
C -0.566 -3.771 -2.388
C 3.253 2.476 -0.452
C 2.267 -0.396 2.980
C -4.593 3.661 -0.177
H -5.504 3.104 3.033
H -4.773 4.353 -0.985
H -1.177 -0.671 3.135
H 1.241 6.681 -0.527
H -0.654 3.295 1.939
H -1.464 1.042 3.387
H -4.791 -1.942 -3.046
H 2.209 -0.519 4.056
H -0.264 5.619 2.598
H -3.950 1.197 2.709
H -0.243 -3.776 0.944
H -1.433 -2.491 1.000
H -0.698 -0.405 -2.749
H 0.001 -2.404 2.019
H -1.098 3.105 -0.835
H -5.898 4.691 1.180
H 4.801 -4.361 0.952
H 3.669 -0.846 0.107
H -0.990 5.562 -0.845
H 6.644 2.137 -0.457
H -3.933 -1.582 1.800
H 2.244 -1.382 2.529
H 3.229 0.039 2.734
H 3.245 5.258 -0.314
H 2.519 -3.505 1.301
H -5.518 -3.295 0.940
H 3.044 2.170 3.758
H -3.209 -0.234 -2.178
H 3.440 4.500 4.390
H 0.722 -4.550 -0.859
H 1.785 6.238 3.829
H 5.945 -3.988 -1.198
H -3.233 2.441 -1.301
H 0.267 -6.905 -1.361
H -0.392 0.164 4.458
H -2.270 -5.755 -4.591
H 2.520 -1.880 -2.637
H -2.029 -1.043 -4.728
H -5.936 -3.464 -1.484
H -1.259 -7.518 -3.198
H 4.808 -2.735 -2.998
H -2.528 -3.420 -5.171
```

Properties
- frontier orbital gap (spin up / spin down) (eV) = 6.919 / 6.526
- HOMO energy (spin up / spin down) (eV) = -7.6 / -6.7
- 2S+1 = 2
- <S²> = 1.026
- energy relative to the best compared isomer or geometry (same formula, charge and spin) (kcal per mole) = 1.9

So, what does the Löwdin scheme give us? The charges, in e, come out as:
1. Ge 0.938
2. Cr 0.433
3. S 1.020
4. Si 0.636
5. F 0.063
6. F 0.053
7. O -0.605
8. N 0.010
9. C -0.128
10. C -0.089
11. C -0.246
12. C -0.074
13. C -0.097
14. C -0.170
15. C -0.135
16. C -0.038
17. C -0.079
18. C -0.045
19. C -0.151
20. C -0.057
21. C -0.100
22. C -0.076
23. C -0.177
24. C -0.216
25. C -0.285
26. C -0.354
27. C -0.062
28. C -0.091
29. C -0.099
30. C -0.223
31. C -0.229
32. C -0.085
33. C -0.066
34. C -0.049
35. C -0.134
36. C -0.089
37. C 0.013
38. C -0.062
39. C -0.094
40. C -0.068
41. C -0.048
42. C -0.202
43. C -0.089
44. C -0.371
45. C 0.062
46. C -0.035
47. C -0.095
48. C -0.155
49. C -0.126
50. C -0.348
51. C -0.066
52. C -0.055
53. C -0.162
54. C -0.133
55. C -0.194
56. C -0.066
57. H 0.109
58. H 0.108
59. H -0.010
60. H 0.113
61. H 0.092
62. H -0.007
63. H 0.109
64. H 0.027
65. H 0.101
66. H 0.107
67. H 0.006
68. H -0.012
69. H 0.080
70. H -0.009
71. H 0.084
72. H 0.107
73. H 0.100
74. H 0.078
75. H 0.105
76. H 0.127
77. H 0.111
78. H -0.001
79. H 0.014
80. H 0.113
81. H 0.094
82. H 0.108
83. H 0.092
84. H 0.104
85. H 0.100
86. H 0.078
87. H 0.098
88. H 0.098
89. H 0.109
90. H 0.102
91. H 0.026
92. H 0.107
93. H 0.102
94. H 0.102
95. H 0.107
96. H 0.099
97. H 0.102
98. H 0.109

=====

Record 4
The following is a quantum chemistry calculation of a molecular structure, C35H44As3N2NiO3, from the OMol25 dataset.

Structure (XYZ):
```
88
C35H44As3N2NiO3, DFT ωB97M-V/def2-TZVPD
As 0.605 -0.687 1.468
As -2.243 -0.099 -0.627
As 0.112 -4.804 -0.371
Ni -0.060 1.916 -0.187
O 3.322 4.127 -2.236
O -1.737 2.757 0.508
O 1.532 3.425 -0.566
N 0.788 2.565 1.632
N 2.140 2.810 1.574
C 0.664 -0.848 -4.924
C -2.345 -1.024 -2.360
C -2.745 -1.577 0.591
C -1.002 -3.166 -0.258
C -4.020 0.709 -0.699
C -0.598 1.281 -4.966
C -3.500 2.806 2.038
C -1.246 2.654 2.876
C 0.429 0.499 -2.902
C -1.699 -2.645 0.989
C 0.194 2.763 2.746
C -1.776 2.628 4.169
C 6.521 4.031 -0.558
C -1.318 -6.147 -0.510
C -1.068 2.374 -4.291
C 0.170 0.312 -4.277
C -0.685 -2.104 1.995
C 4.829 3.417 1.012
C 1.385 -1.786 -4.245
C 6.161 3.646 0.730
C -2.110 2.727 1.743
C -2.483 -3.771 1.677
C 0.677 -5.288 1.451
C 1.670 -1.599 -2.874
C -0.819 2.530 -2.908
C 4.211 3.954 -1.248
C 2.408 3.264 0.365
C -0.098 1.610 -2.176
C -3.989 2.759 3.321
C 1.156 -0.264 3.295
C 5.562 4.184 -1.536
C -3.131 2.655 4.416
C 1.207 -0.485 -2.236
C 2.161 -1.787 0.993
C 3.836 3.561 0.044
H 4.516 3.111 2.001
H 2.027 0.388 3.248
H -3.612 -2.091 0.158
H 2.979 -1.125 0.705
H 1.752 -2.666 -4.757
H -1.970 -6.169 0.361
H -5.060 2.816 3.478
H 0.779 3.074 3.615
H 1.426 -4.586 1.809
H -3.175 -4.241 0.978
H 1.929 -2.427 0.140
H -3.516 2.629 5.426
H 1.150 -6.268 1.359
H 2.476 -2.400 1.839
H -1.078 2.594 4.998
H -1.241 3.403 -2.418
H -4.709 0.060 -1.241
H -3.098 -1.083 1.504
H -1.833 -4.548 2.083
H -3.066 -3.359 2.501
H 2.252 -2.339 -2.338
H -0.371 -2.381 -0.686
H 1.401 -1.186 3.830
H -0.136 -5.356 2.171
H 1.434 -0.315 -1.187
H 7.561 4.217 -0.801
H -0.848 -7.123 -0.637
H -4.373 0.859 0.318
H -4.167 2.915 1.194
H -3.154 -1.757 -2.346
H 0.347 0.256 3.799
H -1.649 3.125 -4.814
H -0.801 1.143 -6.022
H 6.912 3.520 1.498
H -2.543 -0.274 -3.128
H 0.450 -0.980 -5.979
H -1.400 -1.502 -2.604
H 5.817 4.483 -2.542
H -0.075 -2.934 2.384
H 2.431 3.957 -1.814
H -1.910 -5.935 -1.400
H -1.755 -3.371 -1.031
H -3.939 1.678 -1.185
H -1.225 -1.693 2.855
```

Properties
- frontier orbital gap (spin up / spin down) (eV) = 7.078 / 7.033
- charge = -1
- HOMO energy (spin up / spin down) (eV) = -4.6 / -4.6
- 2S+1 = 3
- <S²> = 2.006
- energy relative to the best compared isomer or geometry (same formula, charge and spin) (kcal per mole) = 13.5

So, what does the Löwdin scheme give us? The charges, in e, come out as:
1. As 1.154
2. As 1.179
3. As 1.131
4. Ni 0.568
5. O 0.054
6. O -0.177
7. O -0.092
8. N -0.096
9. N 0.059
10. C -0.054
11. C -0.289
12. C -0.347
13. C -0.396
14. C -0.298
15. C -0.069
16. C -0.044
17. C -0.161
18. C -0.230
19. C -0.678
20. C -0.120
21. C -0.083
22. C -0.110
23. C -0.354
24. C -0.099
25. C -0.203
26. C -0.342
27. C -0.047
28. C -0.101
29. C -0.116
30. C -0.375
31. C -0.077
32. C -0.350
33. C -0.103
34. C -0.129
35. C -0.276
36. C -0.431
37. C -0.201
38. C -0.116
39. C -0.316
40. C -0.026
41. C -0.133
42. C -0.076
43. C -0.317
44. C -0.081
45. H 0.098
46. H 0.018
47. H 0.076
48. H 0.028
49. H 0.092
50. H 0.005
51. H 0.093
52. H 0.126
53. H -0.007
54. H 0.080
55. H -0.019
56. H 0.084
57. H 0.013
58. H 0.016
59. H 0.102
60. H 0.091
61. H 0.022
62. H 0.077
63. H 0.047
64. H 0.086
65. H 0.086
66. H 0.015
67. H 0.024
68. H 0.003
69. H 0.045
70. H 0.093
71. H 0.008
72. H 0.003
73. H 0.095
74. H 0.024
75. H 0.007
76. H 0.091
77. H 0.098
78. H 0.087
79. H 0.029
80. H 0.103
81. H 0.004
82. H 0.108
83. H 0.058
84. H 0.073
85. H 0.014
86. H 0.062
87. H 0.025
88. H 0.080

=====

| no. | electronic energy (hartree) |
| --- | --- |
| 1 | -4599.75957 |
| 2 | -6901.47723 |
| 3 | -5993.01751 |
| 4 | -9911.00329 |